Entry 1:
122
Properties=species:S:1:pos:R:3 method="wB97M-V/def2-TZVPD" mol_weight_g_mol=1419.6 total_energy_ev=-378106.111 lumo_ev=0.2 homo_ev=-6.63 de_lowest_kj_mol=0.00
La -0.061 -0.098 -0.635
O -4.199 -1.400 -5.752
C -3.491 -1.002 -4.704
C -3.930 -1.217 -3.406
C -3.055 -0.879 -2.349
N -1.943 -0.163 -2.581
C -1.550 0.090 -3.849
Br -0.096 1.139 -4.140
C -2.288 -0.348 -4.965
H -4.956 -1.919 -5.548
H -4.785 -1.832 -3.201
H -3.259 -1.108 -1.319
H -1.969 -0.129 -5.987
S 1.863 2.118 -1.453
C 3.527 1.685 -2.000
C 4.509 2.625 -2.112
C 5.700 2.396 -2.751
C 6.027 1.185 -3.300
C 5.121 0.155 -3.086
C 3.895 0.435 -2.472
As 2.486 -0.901 -2.461
C 3.305 -2.458 -1.600
C 4.640 -2.599 -1.162
C 5.125 -3.791 -0.584
C 4.295 -4.906 -0.541
C 3.024 -4.768 -1.123
C 2.494 -3.563 -1.563
C 2.506 -1.394 -4.332
C 1.589 -2.393 -4.782
C 1.465 -2.599 -6.139
C 2.088 -1.756 -7.092
C 2.967 -0.823 -6.634
C 3.220 -0.685 -5.272
H 4.266 3.628 -1.753
H 6.394 3.229 -2.715
H 6.931 0.928 -3.838
H 5.332 -0.856 -3.526
H 5.207 -1.717 -1.306
H 6.117 -3.778 -0.152
H 4.616 -5.900 -0.209
H 2.355 -5.632 -1.138
H 1.494 -3.510 -1.915
H 1.040 -2.986 -4.062
H 0.865 -3.308 -6.591
H 1.920 -1.920 -8.157
H 3.544 -0.203 -7.299
H 3.910 0.101 -5.000
O -1.056 2.167 -0.761
P -1.995 2.871 0.147
C -2.627 1.860 1.504
P -1.378 1.099 2.591
O -0.190 0.684 1.750
C -1.024 2.383 3.876
C 0.283 2.248 4.351
C 0.805 3.218 5.203
C 0.079 4.333 5.561
C -1.214 4.431 5.124
C -1.769 3.526 4.224
C -1.975 -0.344 3.519
C -2.174 -0.276 4.913
C -2.410 -1.464 5.628
C -2.636 -2.644 4.926
C -2.554 -2.687 3.531
C -2.117 -1.547 2.834
C -1.210 4.335 0.809
C -1.697 5.654 0.769
C -0.898 6.657 1.234
C 0.222 6.478 2.010
C 0.703 5.162 2.056
C 0.009 4.116 1.413
C -3.565 3.447 -0.593
C -4.437 4.244 0.094
C -5.528 4.841 -0.514
C -5.753 4.580 -1.858
C -4.899 3.784 -2.605
C -3.814 3.138 -1.953
H -3.116 0.934 1.107
H -3.333 2.442 2.105
H 0.913 1.487 3.944
H 1.726 3.094 5.671
H 0.576 5.093 6.142
H -1.833 5.183 5.537
H -2.782 3.731 3.886
H -2.059 0.730 5.356
H -2.378 -1.484 6.741
H -2.899 -3.545 5.468
H -2.657 -3.599 3.029
H -1.897 -1.636 1.764
H -2.583 5.924 0.172
H -1.313 7.700 1.045
H 0.777 7.351 2.376
H 1.607 4.953 2.530
H 0.519 3.155 1.438
H -4.254 4.437 1.159
H -6.264 5.408 0.018
H -6.591 4.961 -2.348
H -5.076 3.560 -3.609
H -3.195 2.417 -2.493
C 2.332 -2.126 4.060
C 1.461 -3.196 3.441
C 1.033 -4.344 4.174
C 0.322 -5.308 3.480
C -0.067 -5.077 2.097
C -0.764 -5.967 1.222
Br -1.359 -7.717 1.781
C -1.214 -5.574 0.003
C -0.876 -4.347 -0.520
Br -1.457 -3.770 -2.170
C -0.066 -3.518 0.221
O 0.313 -2.355 -0.185
C 0.327 -3.839 1.521
N 1.153 -3.003 2.207
H 2.955 -2.560 4.844
H 1.807 -1.281 4.464
H 2.908 -1.668 3.275
H 1.247 -4.528 5.218
H 0.020 -6.225 3.883
H -1.780 -6.214 -0.597
O 2.295 -0.784 0.654
H 2.020 -1.624 1.014
H 2.281 -0.091 1.334
F -2.210 -0.645 0.315

Entry 2:
114
Properties=species:S:1:pos:R:3 method="wB97M-V/def2-TZVPD" mol_weight_g_mol=1208.5 charge=+2 total_energy_ev=-108257.598 lumo_ev="-7.6 / -7.9" homo_ev="-12.92 / -12.84"
Ru 0.020 0.329 0.037
I -1.773 -1.433 -1.016
C -3.727 -1.052 -0.373
C -4.448 -2.207 -0.395
C -5.821 -2.197 -0.083
C -6.411 -1.011 0.215
C -5.674 0.200 0.221
C -6.373 1.402 0.469
C -5.732 2.599 0.435
C -4.345 2.618 0.221
C -3.598 1.479 0.014
P -1.796 1.860 0.025
C -1.558 3.042 -1.341
C -0.324 3.694 -1.437
C -0.089 4.614 -2.443
C -1.079 4.879 -3.384
C -2.295 4.219 -3.312
C -2.537 3.301 -2.292
C -1.759 2.869 1.551
C -2.284 2.271 2.698
C -2.404 2.990 3.874
C -1.977 4.314 3.924
C -1.439 4.910 2.793
C -1.333 4.193 1.603
C -4.268 0.219 -0.048
H -3.969 -3.143 -0.668
H -6.384 -3.122 -0.105
H -7.472 -0.966 0.441
H -7.436 1.347 0.677
H -6.268 3.525 0.601
H -3.848 3.578 0.243
H 0.455 3.485 -0.720
H 0.862 5.133 -2.494
H -0.893 5.588 -4.182
H -3.068 4.421 -4.044
H -3.493 2.798 -2.249
H -2.637 1.246 2.661
H -2.832 2.520 4.754
H -2.069 4.879 4.845
H -1.123 5.947 2.822
H -0.943 4.681 0.722
Te 3.373 -0.177 3.238
C 3.934 -2.197 3.515
C 4.977 -2.753 2.787
C 5.276 -4.095 3.006
N 4.610 -4.864 3.877
C 3.624 -4.298 4.586
C 3.245 -2.965 4.442
C 1.828 -0.874 1.953
P 0.060 -0.602 2.271
C -0.049 0.089 3.934
C 0.402 1.397 4.122
C 0.466 1.940 5.395
C 0.087 1.174 6.489
C -0.366 -0.129 6.311
C -0.446 -0.674 5.033
C -0.696 -2.249 2.418
C -2.088 -2.331 2.392
C -2.718 -3.557 2.552
C -1.960 -4.709 2.744
C -0.575 -4.632 2.777
C 0.059 -3.403 2.614
P 1.980 -0.971 0.153
C 1.864 -2.687 -0.396
C 1.102 -3.004 -1.518
C 1.004 -4.323 -1.943
C 1.671 -5.324 -1.247
C 2.454 -5.008 -0.140
C 2.556 -3.692 0.285
C 3.595 -0.364 -0.342
C 4.605 -1.200 -0.807
C 5.869 -0.675 -1.050
C 6.119 0.674 -0.841
C 5.099 1.520 -0.420
C 3.842 1.002 -0.175
H 5.546 -2.169 2.071
H 6.082 -4.574 2.456
H 3.112 -4.939 5.299
H 2.439 -2.550 5.037
H 0.691 1.998 3.266
H 0.810 2.959 5.535
H 0.141 1.594 7.489
H -0.654 -0.727 7.168
H -0.812 -1.685 4.900
H -2.686 -1.433 2.261
H -3.802 -3.618 2.529
H -2.456 -5.666 2.880
H 0.019 -5.527 2.940
H 1.139 -3.348 2.644
H 0.611 -2.214 -2.076
H 0.415 -4.571 -2.818
H 1.586 -6.355 -1.571
H 2.982 -5.788 0.395
H 3.174 -3.442 1.142
H 4.417 -2.250 -0.981
H 6.657 -1.322 -1.413
H 7.112 1.072 -1.013
H 5.291 2.578 -0.283
H 3.036 1.657 0.132
C -0.273 -0.150 -5.101
C 0.926 0.589 -4.480
C 0.996 2.023 -5.034
C 2.231 -0.168 -4.803
C 0.734 0.635 -3.027
C 0.612 0.680 -1.794
H -0.189 -0.124 -6.191
H -1.215 0.324 -4.814
H -0.296 -1.196 -4.782
H 1.082 1.976 -6.122
H 1.863 2.554 -4.637
H 0.096 2.585 -4.777
H 2.266 -0.379 -5.876
H 2.284 -1.117 -4.265
H 3.105 0.431 -4.541

Entry 3:
121
Properties=species:S:1:pos:R:3 method="wB97M-V/def2-TZVPD" mol_weight_g_mol=1357.9 charge=+2 total_energy_ev=-104069.967 lumo_ev=-5.6 homo_ev=-12.53 de_lowest_kj_mol=0.00
Pb 0.131 0.004 -0.756
C 4.075 0.017 -3.374
C 4.541 1.318 -3.373
C 3.812 2.302 -2.721
C 2.634 1.964 -2.078
N 2.179 0.702 -2.096
C 2.881 -0.240 -2.726
C 1.851 2.955 -1.280
C 2.220 4.293 -1.212
C 1.492 5.165 -0.425
C 0.402 4.684 0.282
C 0.092 3.344 0.158
N 0.792 2.493 -0.600
H 4.622 -0.789 -3.842
H 5.473 1.570 -3.864
H 4.182 3.317 -2.711
H 2.473 -1.242 -2.695
H 3.071 4.659 -1.766
H 1.776 6.208 -0.361
H -0.190 5.324 0.923
H -0.750 2.921 0.689
C -0.460 -2.629 -4.937
C -1.027 -3.875 -4.716
C -1.198 -4.311 -3.413
C -0.793 -3.489 -2.369
N -0.237 -2.289 -2.575
C -0.085 -1.878 -3.839
C -0.977 -3.926 -0.954
C -2.193 -4.443 -0.517
C -2.368 -4.850 0.800
C -1.330 -4.745 1.715
C -0.101 -4.248 1.306
C 0.043 -3.861 -0.010
H -0.312 -2.245 -5.937
H -1.325 -4.503 -5.546
H -1.614 -5.287 -3.201
H 0.354 -0.893 -3.973
H -3.018 -4.505 -1.216
H -3.325 -5.249 1.112
H -1.467 -5.058 2.742
H 0.737 -4.173 1.990
C -2.056 1.272 3.618
C -0.885 0.758 4.459
C 0.518 1.151 3.975
Sb 1.392 0.034 2.346
C 1.875 -1.738 3.410
C 3.197 -2.179 3.468
C 3.514 -3.347 4.151
C 2.518 -4.079 4.783
C 1.197 -3.653 4.720
C 0.875 -2.492 4.026
C 3.290 0.995 2.402
C 3.944 1.251 1.195
C 5.159 1.928 1.174
C 5.730 2.355 2.364
C 5.097 2.088 3.572
C 3.885 1.410 3.593
Sb -2.326 0.590 1.589
C -3.362 -1.227 1.953
C -3.992 -1.845 0.869
C -4.794 -2.962 1.067
C -4.949 -3.485 2.345
C -4.297 -2.898 3.421
C -3.508 -1.769 3.228
C -4.044 1.857 1.346
C -3.834 3.235 1.241
C -4.903 4.121 1.197
C -6.204 3.636 1.253
C -6.425 2.271 1.360
C -5.353 1.384 1.411
H -2.007 2.361 3.532
H -3.012 1.038 4.089
H -0.954 -0.324 4.590
H -1.010 1.176 5.462
H 1.234 1.025 4.786
H 0.545 2.204 3.679
H 3.986 -1.611 2.990
H 4.543 -3.683 4.195
H 2.770 -4.980 5.327
H 0.419 -4.222 5.213
H -0.166 -2.197 3.956
H 3.519 0.887 0.264
H 5.663 2.110 0.232
H 6.675 2.883 2.355
H 5.553 2.402 4.502
H 3.423 1.195 4.549
H -3.881 -1.441 -0.134
H -5.304 -3.419 0.228
H -5.584 -4.348 2.503
H -4.416 -3.308 4.416
H -3.027 -1.309 4.083
H -2.826 3.638 1.202
H -4.724 5.188 1.133
H -7.041 4.322 1.226
H -7.437 1.889 1.413
H -5.554 0.325 1.506
N -2.926 3.293 -1.892
C -2.037 2.646 -2.657
S -1.968 0.944 -2.587
N -1.256 3.423 -3.420
C -0.226 3.103 -4.356
C -0.118 1.884 -5.012
C 0.913 1.694 -5.924
C 1.821 2.706 -6.200
C 1.687 3.932 -5.562
C 0.670 4.129 -4.642
H -3.562 2.749 -1.331
H -3.131 4.273 -2.008
H -1.396 4.418 -3.314
H -0.848 1.108 -4.840
H 0.987 0.748 -6.447
H 2.608 2.552 -6.926
H 2.367 4.744 -5.789
H 0.562 5.092 -4.152
O 1.693 -2.243 0.015
N 1.366 -3.376 -0.404
C 2.149 -4.129 -1.143
C 1.717 -5.428 -1.562
N 1.372 -6.470 -1.900
C 3.419 -3.604 -1.541
N 4.424 -3.160 -1.875

Entry 4:
137
Properties=species:S:1:pos:R:3 method="wB97M-V/def2-TZVPD" mol_weight_g_mol=1362.6 charge=-1 total_energy_ev=-315336.714 lumo_ev=0.6 homo_ev=-7.82 de_lowest_kj_mol=509.16
O -1.064 -1.442 -1.858
C -1.098 -0.595 -0.982
O -0.519 0.635 -1.029
B -0.559 1.267 0.300
O -1.277 0.281 1.158
C -1.526 -0.844 0.448
O -1.981 -1.921 0.898
O -1.138 2.634 0.382
C -0.298 3.502 0.913
O -0.515 4.698 1.208
C 0.976 2.744 1.299
O 0.833 1.480 0.820
O 1.965 3.220 1.897
C -1.096 10.279 3.093
Br 0.475 9.427 3.911
Br -0.776 10.912 1.243
Br -1.863 11.707 4.255
H -1.915 9.572 2.964
C -2.688 1.025 5.944
C -2.014 0.244 6.858
C -0.800 0.830 7.310
C -0.217 2.032 6.773
C -1.027 2.728 5.846
C -2.245 2.218 5.393
N 1.014 2.665 7.245
O 1.003 3.886 7.218
O 1.917 2.017 7.770
H -3.697 0.808 5.624
H -2.418 -0.684 7.235
H -0.147 0.366 8.034
H -0.563 3.553 5.325
H -2.886 2.785 4.735
C 5.986 7.735 5.523
C 7.224 7.983 6.091
C 8.229 7.012 5.852
C 7.993 5.829 5.100
C 6.669 5.691 4.556
C 5.732 6.643 4.784
N 8.938 4.798 4.901
O 9.985 4.925 5.488
O 8.688 3.830 4.156
H 5.138 8.388 5.665
H 7.409 8.797 6.775
H 9.174 7.332 6.265
H 6.400 4.981 3.787
H 4.766 6.503 4.320
C 0.967 -5.960 0.350
C 1.468 -5.739 1.646
C 1.096 -6.559 2.698
C 0.294 -7.659 2.434
C -0.295 -7.858 1.164
C 0.041 -7.014 0.124
N -0.133 -8.527 3.543
O 0.245 -8.212 4.616
O -0.857 -9.512 3.365
H 1.324 -5.371 -0.483
H 2.013 -4.845 1.912
H 1.526 -6.407 3.677
H -1.111 -8.564 1.128
H -0.442 -7.148 -0.832
N 0.024 -5.762 -7.843
C 0.741 -5.384 -6.719
C 2.130 -5.246 -6.662
C 2.875 -5.501 -7.810
C 2.192 -5.866 -8.960
C 0.786 -5.986 -8.952
H 0.168 -5.307 -5.807
H 2.635 -5.019 -5.735
H 3.943 -5.340 -7.829
H 2.809 -5.997 -9.837
H 0.256 -6.224 -9.862
N -5.395 3.858 -4.565
C -6.631 3.806 -5.041
C -7.702 3.205 -4.383
C -7.466 2.619 -3.147
C -6.145 2.571 -2.651
C -5.184 3.216 -3.422
H -6.814 4.190 -6.033
H -8.679 3.173 -4.843
H -8.337 2.290 -2.600
H -5.960 2.140 -1.679
H -4.159 3.177 -3.085
N -8.302 -0.317 2.243
C -7.226 -1.125 2.408
C -7.310 -2.401 2.854
C -8.582 -2.952 3.092
C -9.746 -2.128 2.929
C -9.542 -0.834 2.524
H -6.344 -0.660 1.993
H -6.383 -2.890 3.116
H -8.776 -3.908 3.557
H -10.772 -2.445 3.039
H -10.396 -0.197 2.346
N 0.288 3.331 -6.476
C 0.062 2.077 -5.955
C 1.121 1.247 -5.661
C 2.435 1.694 -5.842
C 2.659 2.915 -6.503
C 1.487 3.743 -6.678
H -0.978 1.792 -5.902
H 0.950 0.261 -5.256
H 3.253 1.003 -5.702
H 3.668 3.211 -6.748
H 1.554 4.755 -7.047
N -5.009 -3.592 -7.075
C -4.553 -2.335 -6.650
C -5.411 -1.223 -6.716
C -6.678 -1.381 -7.170
C -7.155 -2.649 -7.593
C -6.292 -3.727 -7.466
H -3.549 -2.151 -6.300
H -5.173 -0.210 -6.427
H -7.295 -0.502 -7.057
H -8.189 -2.809 -7.862
H -6.563 -4.772 -7.468
N 5.764 -2.621 -2.691
C 5.005 -1.695 -2.028
C 5.546 -0.702 -1.145
C 6.952 -0.687 -0.982
C 7.741 -1.711 -1.603
C 7.138 -2.660 -2.460
H 3.937 -1.785 -2.157
H 4.897 0.007 -0.652
H 7.502 -0.151 -0.222
H 8.798 -1.640 -1.390
H 7.661 -3.378 -3.074
N 5.117 -2.842 4.692
C 3.990 -3.015 5.349
C 2.952 -2.126 5.278
C 3.099 -0.998 4.531
C 4.264 -0.775 3.785
C 5.324 -1.679 3.995
H 3.929 -3.877 5.996
H 2.095 -2.261 5.921
H 2.133 -0.532 4.407
H 4.260 0.058 3.098
H 6.227 -1.468 3.442